# 1
C2H7AlF | ωB97M-V with the def2-TZVPD basis set

As for the net charge: -1. As for the LUMO energy: 4.329 eV. The calculation puts the HOMO-LUMO gap at 0.3164 Ha.

Last column: Mulliken charge in e.
Geometry (Å):
1 C 1.43 -0.29 0.02  -0.896
2 C 0.26 0.74 0.10  -0.690
3 Al -1.55 -0.16 -0.07  0.064
4 F -1.32 -1.82 -0.56  -0.484
5 H 1.10 -1.25 -0.37  0.266
6 H 2.22 0.06 -0.64  0.272
7 H 1.86 -0.45 1.01  0.223
8 H 0.39 1.47 -0.70  0.279
9 H 0.36 1.30 1.03  0.353
10 H -2.30 -0.18 1.37  -0.193
11 H -2.43 0.59 -1.20  -0.194

---

# 2
C5H9NO | ωB97M-V with the def2-TZVPD basis set

The structure (SMILES) is C[C@H]1CC/C1=N\O. As for the LUMO energy: 1.015 eV. The calculation puts the HOMO-LUMO gap at 0.3682 Ha.

Last column: Mulliken charge in e.
Geometry (Å):
1 C 1.20 -1.34 0.91  -1.292
2 C 0.09 -0.76 0.04  0.309
3 C -1.27 -0.36 0.75  -0.713
4 C -1.05 1.14 0.34  -0.466
5 C 0.12 0.63 -0.49  0.336
6 N 0.69 0.69 -1.63  -0.446
7 O 0.75 1.92 -2.24  -0.399
8 H 1.07 -2.43 0.97  0.298
9 H 1.23 -0.95 1.93  0.352
10 H 2.16 -1.15 0.43  0.359
11 H 0.24 -1.20 -0.97  0.236
12 H -2.18 -0.81 0.34  0.277
13 H -1.27 -0.50 1.84  0.281
14 H -0.77 1.79 1.17  0.240
15 H -1.86 1.63 -0.22  0.259
16 H 0.85 1.68 -3.17  0.369

---

# 3
C18H48O6 | ωB97M-V with the def2-TZVPD basis set

As for the LUMO energy: 0.429 eV. The calculation puts the HOMO-LUMO gap at 0.3416 Ha.

Last column: Mulliken charge in e.
Geometry (Å):
1 C 1.09 3.89 1.57  -1.755
2 C 1.45 2.96 0.47  2.337
3 C 2.66 3.45 -0.18  -1.885
4 O 1.68 1.65 1.11  -0.739
5 H 1.06 4.86 1.08  0.436
6 H 1.84 3.78 2.36  0.334
7 H 0.09 3.75 1.97  0.276
8 H 0.64 2.87 -0.25  -0.852
9 H 3.34 2.82 -0.76  0.375
10 H 3.44 3.92 0.43  0.428
11 H 2.34 4.30 -0.78  0.395
12 H 0.87 1.25 1.43  0.434
13 C 1.59 1.26 -2.11  -1.643
14 C 0.14 0.75 -2.23  2.174
15 C -1.00 1.65 -1.66  -1.342
16 O -0.11 0.65 -3.59  -0.669
17 H 1.82 2.32 -2.23  0.408
18 H 2.14 0.61 -2.78  0.431
19 H 2.15 1.19 -1.18  0.274
20 H 0.01 -0.19 -1.70  -0.702
21 H -0.90 2.70 -1.94  0.677
22 H -0.84 1.58 -0.59  -0.979
23 H -1.98 1.41 -2.06  0.387
24 H -0.37 1.50 -3.95  0.403
25 C -0.49 -2.83 -0.14  -1.343
26 C -0.34 -4.35 -0.32  -0.243
27 C 0.22 -4.75 -1.71  -1.376
28 O 0.61 -4.66 0.71  -0.728
29 H -1.25 -2.51 -0.86  0.457
30 H 0.40 -2.30 -0.49  0.488
31 H -0.87 -2.59 0.85  0.032
32 H -1.26 -4.85 -0.04  0.461
33 H 0.32 -5.84 -1.71  0.404
34 H 1.22 -4.40 -1.96  0.252
35 H -0.38 -4.32 -2.52  0.428
36 H 1.48 -4.29 0.55  0.818
37 C 0.32 -0.88 1.04  -2.095
38 C -0.79 0.10 0.55  3.282
39 C -2.13 0.03 1.18  -2.400
40 O -0.32 1.33 0.94  -0.312
41 H 0.44 -0.62 2.09  0.594
42 H 1.35 -0.78 0.68  0.864
43 H -0.07 -1.90 1.08  -0.419
44 H -0.83 -0.02 -0.53  -0.434
45 H -2.75 -0.65 0.60  0.469
46 H -2.83 0.86 1.20  0.429
47 H -2.13 -0.37 2.20  0.447
48 H -1.05 1.96 0.87  0.234
49 C -4.71 2.68 0.58  -1.481
50 C -3.54 2.94 -0.29  0.372
51 C -2.87 4.28 0.09  -1.483
52 O -2.55 2.04 -0.28  -0.320
53 H -4.44 2.56 1.63  0.310
54 H -5.12 1.86 0.00  0.389
55 H -5.48 3.43 0.36  0.449
56 H -3.86 3.11 -1.32  0.238
57 H -2.46 4.27 1.10  0.303
58 H -3.58 5.10 -0.01  0.460
59 H -1.99 4.60 -0.47  0.319
60 H -2.92 1.17 -0.46  0.423
61 C 2.03 -2.60 1.59  -0.508
62 C 2.81 -3.58 0.73  -0.468
63 C 3.03 -4.96 1.35  -1.425
64 O 2.20 -3.80 -0.51  -0.604
65 H 2.56 -1.65 1.63  0.460
66 H 1.91 -3.10 2.55  0.329
67 H 1.08 -2.24 1.18  0.572
68 H 3.84 -3.22 0.65  0.590
69 H 3.76 -5.48 0.72  0.362
70 H 2.08 -5.50 1.35  0.440
71 H 3.52 -4.90 2.32  0.357
72 H 2.70 -3.30 -1.16  0.403